No. 1
Molecular formula: C42H80O20S4
Method: DFT, ωB97M-V with the def2-TZVPD basis set

The calculation puts the HOMO energy at -9.53 eV. As for the SMILES: C[C@H]1COC(=O)O1.C[C@H]1COC(=O)O1.O=S1(=O)CCCC1.O=S1(=O)CCCC1.O=S1(=O)CCCC1.O=S1(=O)CCCC1.CC(C)=O.CC(C)=O.CC(C)=O.CC(C)=O.CC(C)=O.CC(C)=O. The gap between HOMO and LUMO is 9.315 eV.

Element x y z (Å)
C (-1.2228, -3.4874, -3.2926)
C (-1.0346, -2.7712, -4.6118)
C (0.3841, -2.9684, -5.1566)
O (0.2035, -3.4946, -6.4661)
C (-1.1194, -3.7197, -6.6927)
O (-1.5228, -4.2067, -7.6828)
O (-1.8509, -3.3955, -5.6226)
H (-0.4271, -3.1312, -2.6354)
H (-1.2443, -4.5726, -3.3504)
H (-2.1437, -3.1459, -2.8158)
H (-1.3222, -1.7225, -4.5226)
H (0.9447, -3.6162, -4.4810)
H (0.9249, -2.0180, -5.2191)
C (-3.2663, 2.4832, -5.2681)
C (-3.5880, 1.6857, -4.0248)
C (-5.1022, 1.6003, -3.7020)
O (-5.3752, 0.2021, -3.7092)
C (-4.2187, -0.5045, -3.8744)
O (-4.1823, -1.6849, -3.7857)
O (-3.2019, 0.3195, -4.1939)
H (-3.7153, 1.9851, -6.1282)
H (-2.2037, 2.6795, -5.3891)
H (-3.7529, 3.4618, -5.2080)
H (-3.1537, 2.1196, -3.1179)
H (-5.6756, 2.0495, -4.5191)
H (-5.3475, 2.1034, -2.7703)
O (-3.6403, -0.7760, 4.9577)
S (-2.6762, -1.4909, 4.1480)
O (-2.9184, -1.7216, 2.7370)
C (-1.0381, -0.7619, 4.3751)
C (-0.1378, -1.9635, 4.6215)
C (-0.9179, -2.9312, 5.5133)
C (-2.3078, -3.0831, 4.9281)
H (-1.0957, -0.1981, 5.3110)
H (-0.7526, -0.0733, 3.5864)
H (0.1152, -2.4899, 3.6914)
H (0.8610, -1.7221, 4.9907)
H (-0.9413, -2.6060, 6.5571)
H (-0.4174, -3.9006, 5.5661)
H (-3.1470, -3.3044, 5.5805)
H (-2.3336, -3.7985, 4.1038)
O (2.6323, -0.4417, 5.9346)
S (2.5614, 0.9540, 5.5608)
O (3.2683, 1.9587, 6.3173)
C (2.9180, 1.1253, 3.7859)
C (1.5476, 1.1608, 3.1598)
C (0.6369, 2.0014, 4.0896)
C (0.8147, 1.4199, 5.4757)
H (3.5953, 0.3324, 3.4794)
H (3.3493, 2.1220, 3.6789)
H (1.4860, 1.5574, 2.1429)
H (0.9958, 0.2157, 3.0341)
H (-0.3782, 1.9212, 3.6962)
H (0.9090, 3.0588, 4.0597)
H (0.2118, 0.5528, 5.7445)
H (0.6439, 2.1019, 6.3100)
O (2.1638, 2.2226, -7.5504)
S (2.5202, 2.5128, -6.1866)
O (3.6990, 3.2577, -5.8261)
C (1.0979, 3.2120, -5.2884)
C (0.5284, 2.0799, -4.4547)
C (1.6854, 1.1840, -3.9926)
C (2.5617, 0.9556, -5.2087)
H (0.4283, 3.7143, -5.9871)
H (1.4489, 4.0164, -4.6402)
H (-0.0147, 2.5629, -3.6411)
H (-0.1857, 1.4357, -4.9729)
H (1.2777, 0.2434, -3.6118)
H (2.2177, 1.6089, -3.1364)
H (2.0490, 0.2519, -5.8728)
H (3.6044, 0.6601, -5.1643)
O (7.4667, -2.3926, 3.0002)
S (6.2470, -1.6701, 2.7471)
O (6.2208, -0.2234, 2.6715)
C (5.3665, -2.2209, 1.2493)
C (3.9016, -1.9938, 1.5892)
C (3.6792, -2.4705, 3.0334)
C (4.9466, -2.2455, 3.8561)
H (5.5344, -3.2966, 1.1648)
H (5.7903, -1.7178, 0.3869)
H (3.4980, -0.9935, 1.4146)
H (3.3223, -2.5857, 0.8721)
H (3.4320, -3.5324, 3.0232)
H (2.8197, -1.9530, 3.4614)
H (5.2525, -3.1911, 4.3110)
H (4.8573, -1.6179, 4.7440)
C (1.0444, 5.8496, 1.7410)
C (1.5484, 4.5275, 1.2226)
C (0.7734, 3.7897, 0.1709)
O (2.5925, 4.0777, 1.6120)
H (0.7245, 5.8482, 2.7809)
H (0.2636, 6.2725, 1.1029)
H (1.8422, 6.5965, 1.6860)
H (-0.2167, 3.4364, 0.4739)
H (1.4036, 2.9512, -0.1251)
H (0.5707, 4.3996, -0.7166)
C (0.6569, -3.6663, 0.9455)
C (-0.6923, -4.3417, 0.9113)
C (-1.8141, -3.4665, 0.4196)
O (-0.9190, -5.4030, 1.4248)
H (1.4682, -4.2616, 1.3624)
H (0.6060, -2.7705, 1.5692)
H (0.8349, -3.3683, -0.0928)
H (-1.6881, -2.3951, 0.5126)
H (-2.7105, -3.7038, 0.9934)
H (-2.0351, -3.6353, -0.6373)
C (-2.0654, 4.5061, 2.7957)
C (-2.3076, 3.0705, 3.1642)
C (-3.0175, 2.8121, 4.4544)
O (-2.0062, 2.1861, 2.4103)
H (-1.2729, 4.9440, 3.4066)
H (-2.9755, 5.0941, 2.9347)
H (-1.7732, 4.5941, 1.7513)
H (-2.6830, 3.5445, 5.1930)
H (-2.8762, 1.8034, 4.8438)
H (-4.1020, 2.9129, 4.3591)
C (-4.4864, -0.0522, -0.5943)
C (-4.5256, 1.4347, -0.4303)
C (-5.2792, 2.0166, 0.7391)
O (-4.0762, 2.1657, -1.2910)
H (-5.3771, -0.3640, -1.1506)
H (-4.5113, -0.5551, 0.3758)
H (-3.6359, -0.4005, -1.1779)
H (-5.3157, 3.0956, 0.6958)
H (-4.8020, 1.6624, 1.6591)
H (-6.2580, 1.5288, 0.7447)
C (3.4534, -1.4011, -2.0173)
C (3.1106, -2.7357, -2.6179)
C (3.7472, -3.0139, -3.9550)
O (2.2676, -3.4328, -2.1141)
H (3.2817, -0.6168, -2.7610)
H (4.5154, -1.3937, -1.7432)
H (2.9247, -1.0969, -1.1168)
H (3.5044, -4.0054, -4.3315)
H (4.8285, -2.9003, -3.9125)
H (3.2926, -2.3047, -4.6511)
C (-0.0808, -0.0999, 0.7462)
C (-0.5229, -0.2773, -0.6892)
C (-0.9260, 0.9629, -1.4073)
O (-0.3749, -1.3228, -1.2480)
H (0.9639, -0.4255, 0.8211)
H (-0.6439, -0.7840, 1.3846)
H (-0.1150, 0.9253, 1.1094)
H (-1.7676, 1.3930, -0.8479)
H (-1.3237, 0.8497, -2.4148)
H (-0.0886, 1.6596, -1.3625)

No. 2
Molecular formula: C18H12N4O3Ru
Method: DFT, ωB97M-V with the def2-TZVPD basis set

The calculation puts the HOMO energy (spin up / spin down) at -15.04 / -15.19 eV. The net charge is +2. The gap between HOMO and LUMO (spin up / spin down) is 5.049 / 5.204 eV.

Element x y z (Å)
Ru (-0.2995, -0.1836, -1.7081)
C (-1.4250, 3.8916, -1.4812)
C (-0.7066, 2.7363, -1.7950)
N (-0.6616, 1.6850, -0.9875)
C (-1.3318, 1.7123, 0.1932)
C (-2.1197, 2.8254, 0.5691)
C (-2.1510, 3.9299, -0.3106)
C (-2.8340, 2.7650, 1.7911)
C (-2.7227, 1.6636, 2.6144)
C (-1.8965, 0.5901, 2.2950)
C (-1.1753, 0.5895, 1.0942)
N (-0.3218, -0.3345, 0.6351)
C (0.6091, -1.1787, 1.0807)
C (0.7600, -1.7584, 2.3505)
C (1.8047, -2.6427, 2.5984)
C (2.7447, -2.9493, 1.6372)
C (2.6969, -2.3308, 0.3661)
C (3.6596, -2.5229, -0.6480)
C (3.5385, -1.8513, -1.8442)
C (2.4401, -1.0129, -2.0457)
N (1.5153, -0.8312, -1.1128)
C (1.6151, -1.4663, 0.0787)
H (-1.4123, 4.7291, -2.1617)
H (-0.1331, 2.6683, -2.7192)
H (-2.7428, 4.7968, -0.0570)
H (-3.4775, 3.5883, 2.0640)
H (-3.2826, 1.6353, 3.5380)
H (-1.8508, -0.2615, 2.9549)
H (0.0498, -1.5501, 3.1335)
H (1.8741, -3.1116, 3.5686)
H (3.5280, -3.6632, 1.8364)
H (4.4833, -3.1998, -0.4752)
H (4.2695, -1.9702, -2.6293)
H (2.3109, -0.4702, -2.9844)
O (-0.6561, -1.9533, -2.6959)
N (-1.8770, -1.6722, -2.8909)
O (-2.6350, -2.3703, -3.4377)
O (-2.1853, -0.5216, -2.4133)

No. 3
Molecular formula: C21H36B2F11N2O6
Method: DFT, ωB97M-V with the def2-TZVPD basis set

The calculation puts the HOMO energy at -12.43 eV. The net charge is +1. The gap between HOMO and LUMO is 9.539 eV.

Element x y z (Å)
C (3.7346, 3.0942, 4.1676)
C (2.7801, 2.2040, 4.9615)
C (1.6047, 1.5997, 4.1543)
N (1.6911, 1.8430, 2.7023)
C (2.2993, 0.7764, 1.9515)
O (1.5312, -0.3997, 1.7611)
C (0.6815, -0.5091, 0.6346)
C (-0.7354, -0.0135, 0.9237)
C (-1.6463, -0.0075, -0.2994)
C (-3.1038, 0.1853, 0.0920)
C (-3.3852, 1.6482, 0.3768)
O (-2.6590, 2.5372, 0.0556)
O (-4.5374, 1.9155, 1.0134)
C (1.2801, 0.0888, -0.6617)
N (2.7233, 0.4824, -0.5329)
B (3.2132, 1.3237, -1.8135)
O (4.3913, 1.9270, -1.5712)
C (2.4179, 1.3478, -3.1467)
C (2.5316, 0.0214, -3.9394)
C (3.6244, -0.7403, -0.4550)
F (4.4004, -0.6934, 0.6121)
F (4.3898, -0.7374, -1.5617)
F (2.9102, -1.8610, -0.4470)
C (2.8339, 1.4165, 0.6575)
B (2.2114, 2.9085, 0.4068)
O (3.1816, 3.8658, 0.2855)
C (0.7030, 3.3258, 0.2302)
C (0.3168, 4.4903, 1.1773)
H (4.4263, 2.5056, 3.5614)
H (3.1942, 3.7846, 3.5214)
H (4.3352, 3.6874, 4.8570)
H (3.3398, 1.3903, 5.4266)
H (2.3633, 2.7781, 5.7899)
H (1.5153, 0.5289, 4.3553)
H (0.6729, 2.0536, 4.4912)
H (0.7569, 2.0149, 2.3549)
H (3.1523, 0.4369, 2.5396)
H (0.5898, -1.5831, 0.4628)
H (-0.7236, 0.9584, 1.4185)
H (-1.1518, -0.7166, 1.6508)
H (-1.5372, -0.9691, -0.8093)
H (-1.3737, 0.7888, -0.9943)
H (-3.7953, -0.1902, -0.6627)
H (-3.3221, -0.3780, 1.0050)
H (-4.8521, 1.1438, 1.4989)
H (0.7473, 0.9805, -0.9762)
H (1.1754, -0.6258, -1.4727)
H (4.4042, 2.8908, -1.5386)
H (2.8641, 2.1337, -3.7605)
H (1.3661, 1.6206, -3.0265)
H (3.5733, -0.2769, -4.0483)
H (1.9572, -0.7920, -3.4977)
H (2.1489, 0.1860, -4.9454)
H (3.8959, 1.5907, 0.8164)
H (2.8647, 4.6799, -0.1218)
H (0.6003, 3.7032, -0.7994)
H (-0.0197, 2.5164, 0.2970)
H (0.8895, 4.4702, 2.1049)
H (-0.7518, 4.4836, 1.3833)
H (0.5348, 5.4492, 0.7043)
C (-2.9274, -5.3905, -2.2675)
C (-4.2228, -5.8594, -2.9378)
C (-4.9583, -4.8580, -3.8339)
F (-5.3587, -3.7889, -3.1086)
F (-6.0457, -5.4613, -4.3485)
F (-5.0657, -6.3566, -2.0145)
F (-3.8547, -6.8755, -3.7723)
O (-3.0403, -4.9908, -0.9178)
C (-3.3263, -3.7272, -0.5483)
C (-4.6386, -3.6548, 0.2453)
F (-5.6579, -4.0930, -0.5073)
F (-4.8713, -2.3566, 0.5739)
F (-3.3307, -2.8622, -1.5839)
F (-2.3423, -3.3045, 0.3029)
H (-2.2995, -6.2787, -2.2312)
H (-2.4074, -4.6498, -2.8758)
H (-4.3130, -4.5241, -4.6509)
H (-4.5638, -4.2524, 1.1549)

No. 4
Molecular formula: C27H29InN7S4
Method: DFT, ωB97M-V with the def2-TZVPD basis set

The calculation puts the HOMO energy at -5.03 eV. The net charge is -1. The gap between HOMO and LUMO is 7.237 eV.

Element x y z (Å)
In (-0.1215, 0.4071, 0.1247)
S (-1.2981, -1.5214, -1.4211)
C (0.0002, -2.5717, -1.5433)
N (1.2339, -2.2880, -1.3087)
C (2.0677, -3.3446, -1.5043)
C (3.4455, -3.3340, -1.3112)
C (4.1616, -4.4931, -1.5278)
C (3.5269, -5.6625, -1.9318)
C (2.1578, -5.6948, -2.1321)
C (1.4343, -4.5373, -1.9202)
S (-0.2776, -4.2684, -2.0731)
H (3.9243, -2.4186, -1.0007)
H (5.2329, -4.4936, -1.3779)
H (4.1086, -6.5600, -2.0881)
H (1.6590, -6.6011, -2.4402)
C (2.1596, -1.4194, 1.6145)
N (2.1337, 0.0315, 1.6714)
C (2.2823, 0.4666, 3.0503)
C (3.2032, 0.5918, 0.8586)
C (2.9504, 0.5544, -0.6336)
C (4.0379, 0.5748, -1.5023)
C (3.8565, 0.6320, -2.8726)
C (2.5747, 0.6534, -3.3939)
C (1.4912, 0.6044, -2.5343)
C (1.6714, 0.5748, -1.1636)
H (3.1092, -1.8302, 1.9950)
H (2.0121, -1.7300, 0.5823)
H (1.3372, -1.8155, 2.2128)
H (3.2357, 0.1208, 3.4777)
H (1.4701, 0.0659, 3.6556)
H (2.2433, 1.5534, 3.1096)
H (4.1621, 0.0840, 1.0792)
H (3.3190, 1.6481, 1.1368)
H (5.0446, 0.5423, -1.1010)
H (4.7162, 0.6496, -3.5325)
H (2.4218, 0.6947, -4.4653)
H (0.4870, 0.5719, -2.9438)
S (-1.3920, -0.2784, 2.2272)
C (-0.9313, 1.2732, 2.8706)
S (-0.2262, 2.4345, 1.8338)
C (-1.1428, 1.5423, 4.2118)
C (-1.6763, 0.6110, 5.1116)
N (-2.0898, -0.1197, 5.9013)
C (-0.8029, 2.7678, 4.8013)
N (-0.5364, 3.7430, 5.3534)
C (-5.3926, 1.2414, -2.4051)
C (-4.6274, 0.1296, -1.6991)
N (-3.4862, 0.7157, -1.0380)
C (-2.7120, 1.6657, -1.6218)
N (-1.5202, 1.8552, -1.1603)
C (-0.7350, 2.9868, -1.5902)
C (-1.6105, 4.1103, -2.1198)
C (-2.5217, 3.5131, -3.1839)
N (-3.2989, 2.4538, -2.5822)
C (-4.4248, 1.9552, -3.3390)
H (-5.7604, 1.9539, -1.6653)
H (-6.2375, 0.8381, -2.9638)
H (-4.3246, -0.6405, -2.4251)
H (-5.2473, -0.3450, -0.9354)
H (-2.9702, 0.1049, -0.4141)
H (-0.0243, 2.6659, -2.3611)
H (-0.1531, 3.3199, -0.7242)
H (-0.9963, 4.9083, -2.5368)
H (-2.2175, 4.5139, -1.3070)
H (-1.9199, 3.1413, -4.0291)
H (-3.2208, 4.2625, -3.5738)
H (-4.0872, 1.2677, -4.1325)
H (-4.9135, 2.8120, -3.8158)

No. 5
Molecular formula: C17H28N3O7Ru
Method: DFT, ωB97M-V with the def2-TZVPD basis set

The calculation puts the HOMO energy (spin up / spin down) at -15.09 / -15.09 eV. The net charge is +2. Its multiplicity is 2. The gap between HOMO and LUMO (spin up / spin down) is 8.619 / 7.201 eV. As for the expectation value of S²: 0.75.

Element x y z (Å)
Ru (0.3131, 0.4903, -0.2771)
C (-1.8139, 1.0499, 1.7948)
C (-2.4378, 1.7201, 0.5974)
O (-1.6168, 1.4399, -0.5776)
C (-1.4532, 2.5744, -1.4615)
C (-0.3688, 3.4711, -0.9289)
O (0.8143, 2.6769, -0.7017)
C (1.7524, 3.4389, 0.1195)
C (2.7787, 2.5164, 0.7175)
O (2.1424, 1.5049, 1.4671)
C (1.6554, 1.8156, 2.7606)
C (0.3563, 1.0595, 2.8955)
O (-0.4317, 1.4153, 1.7310)
H (-1.9212, -0.0364, 1.7811)
H (-2.2745, 1.4360, 2.7067)
H (-2.4611, 2.7984, 0.7455)
H (-3.4495, 1.3625, 0.4074)
H (-2.4008, 3.0997, -1.5771)
H (-1.1860, 2.1687, -2.4358)
H (-0.6636, 3.9192, 0.0223)
H (-0.1471, 4.2728, -1.6361)
H (1.1723, 3.9310, 0.9028)
H (2.2156, 4.2010, -0.5090)
H (3.4980, 3.0857, 1.3113)
H (3.3310, 1.9966, -0.0673)
H (1.4924, 2.8896, 2.8863)
H (2.3611, 1.4797, 3.5235)
H (-0.1762, 1.3582, 3.8001)
H (0.5126, -0.0217, 2.9070)
N (0.5877, 0.2676, -2.3370)
C (1.4565, -0.7661, -2.9820)
C (2.8052, -0.7940, -2.2902)
C (2.5709, -1.3357, -0.8942)
O (2.8026, -2.4686, -0.5734)
O (2.0055, -0.4794, -0.0373)
H (-0.3392, 0.1815, -2.7528)
H (0.9404, 1.1859, -2.6046)
H (1.5454, -0.5175, -4.0397)
H (0.9523, -1.7289, -2.9021)
H (3.2112, 0.2183, -2.2396)
H (3.5017, -1.4382, -2.8202)
N (-1.9195, -6.2476, 0.5225)
C (-2.6216, -5.1018, 0.4306)
O (-3.8263, -5.0119, 0.4948)
C (-1.8236, -3.8253, 0.2514)
C (-2.4526, -2.7752, -0.4119)
C (-1.8034, -1.5734, -0.5404)
N (-0.5739, -1.3501, -0.0222)
C (0.0310, -2.3578, 0.6215)
C (-0.5613, -3.6012, 0.7687)
H (-2.4325, -7.1077, 0.6376)
H (-0.9305, -6.2993, 0.3579)
H (-3.4502, -2.9098, -0.8068)
H (-2.2648, -0.7545, -1.0709)
H (1.0138, -2.1608, 1.0224)
H (-0.0184, -4.3625, 1.3124)

No. 6
Molecular formula: C3H8BIS
Method: DFT, ωB97M-V with the def2-TZVPD basis set

The calculation puts the HOMO energy at -8.81 eV. As for the SMILES: CB(C)CSI. The gap between HOMO and LUMO is 7.917 eV.

Element x y z (Å)
C (-0.6578, -0.4625, -1.2683)
B (-0.1438, 0.4351, -0.0763)
C (-0.0327, -0.4835, 1.3041)
C (0.2060, 1.9459, -0.2470)
S (-1.5443, 3.0041, -0.7083)
I (-3.5273, 1.7600, -0.0267)
H (-0.0744, -0.1498, -2.0742)
H (-1.7147, -0.4145, -1.6005)
H (-0.3309, -1.4006, -1.0218)
H (0.4559, 0.0205, 2.1504)
H (0.7094, -1.2427, 1.0218)
H (-0.7874, -1.1613, 1.5413)
H (0.6447, 2.5301, 0.6229)
H (0.6534, 2.2413, -1.0976)

What are the largest force on an atom values for these records? In order: 1.86, 3.34, 0.81, 1.36, 0.89, 4.82 eV Å⁻¹.